1.
Density functional theory data (ωB97M-V/def2-TZVPD) for 2 unconnected molecules or ions with the total composition C12H19P at a distorted geometry.

Atoms and positions in Å:
H1 5.3866 1.4133 -0.8432
H2 0.2344 0.0966 -2.0710
H3 -3.1055 0.2829 -0.2045
C1 -1.0940 1.6183 -0.7339
H4 -1.6053 2.3238 1.1990
H5 1.2405 -3.1816 -0.7226
H6 -1.3887 -1.6697 2.0809
H7 -1.3684 -0.3953 -1.4400
C2 -2.9004 0.7072 0.6718
H8 -1.3702 -0.3905 3.1389
H9 -1.9983 1.9631 -1.2556
H10 2.6767 -2.2267 -1.3096
C3 0.9623 -1.3841 0.1022
C4 -1.4729 -0.6687 2.1500
H11 1.3919 -1.6096 1.0299
C5 -1.4455 1.3802 0.6401
H12 -3.5625 -0.1499 2.6123
C6 -0.5366 0.2181 -1.2042
C7 4.6074 1.0181 -1.3553
H13 1.0805 -1.8758 -1.8984
H14 0.2278 0.5444 1.8841
H15 -3.4053 -1.1908 1.4028
C8 -0.5738 0.2360 1.2638
P1 2.1648 1.5881 0.3404
C9 1.5287 -2.1948 -1.0341
H16 -0.2102 2.3510 -0.9438
H17 4.4933 1.4403 -2.3457
H18 -3.6277 1.3760 0.8436
H19 4.7003 -0.0106 -1.4859
C10 -2.9763 -0.3160 1.7548
C11 3.4308 1.2213 -0.4723
C12 0.0557 -0.3954 0.0218

Calculated values
**SMILES string**: C/C=C1\CC[C@H]2CCC[C@@H]12.CC#P
**Kohn-Sham gap**: 9.04 eV
**LUMO energy**: 0.0345 hartree
**Relative energy (zero: lowest compared OMol25 entry of this formula, charge and spin)**: 70.46 kcal/mol



2.
Density functional theory data (ωB97M-V/def2-TZVPD) for a molecular structure, C12H20AlFO2PS.

Atoms and positions in Å:
Al1 -1.5051 -0.3351 1.6540
H1 2.1652 4.1267 -4.9740
H2 0.3566 0.5309 -1.9376
P1 0.3056 -1.1413 0.3149
C1 -3.2396 -0.9443 0.8178
C2 0.7062 1.3015 -2.6208
C3 1.7263 -0.0847 0.8846
C4 2.1780 1.4949 -2.7180
C5 2.0715 -0.1062 2.3785
H3 3.7495 2.6943 -3.6579
H4 -0.9324 -3.4033 1.9976
C6 0.3649 3.1363 -4.2220
H5 1.1810 -0.2740 2.9900
H6 0.3340 -2.7920 3.0347
H7 2.5200 0.8351 2.7118
C7 2.6737 2.5760 -3.6155
H8 1.4843 0.9333 0.5669
C8 0.8695 -2.8258 0.9227
O1 -0.3905 3.8279 -4.8755
H9 -1.4833 -0.7548 3.2240
C9 -4.4364 -0.9123 1.7502
H10 -5.3465 -1.3230 1.2962
H11 -4.2124 -1.4864 2.6542
H12 0.7755 -3.5337 0.0935
H13 -4.6436 0.1148 2.0629
H14 0.4630 -4.4233 2.3590
S1 -1.4685 1.9390 1.3754
H15 -0.4864 2.1620 2.2626
C10 -0.1261 2.0733 -3.3176
H16 2.5956 -0.3819 0.2896
H17 -3.1401 -1.9572 0.4018
C11 0.1516 -3.3943 2.1430
O2 2.9642 0.8148 -2.0950
H18 2.7861 -0.8997 2.6155
H19 1.9425 -2.7390 1.1253
C12 1.8354 3.3352 -4.3123
H20 -1.2014 1.9629 -3.2525
F1 -3.5878 -0.1466 -0.3279

Calculated values
**Kohn-Sham gap**: 4.91 eV
**Charge**: -1
**LUMO energy**: 0.0363 hartree



3.
Density functional theory data (ωB97M-V/def2-TZVPD) for a molecular structure, C12H20AsCl3O5PdSSi2 at a distorted geometry.

Atoms and positions in Å:
Si1 -2.1289 0.0496 0.3668
H1 1.6765 -3.7384 0.8161
H2 4.8641 2.8787 -2.1468
O1 1.7152 0.5923 0.1072
H3 -1.1267 -1.6193 -2.5157
H4 -1.7148 1.9924 -1.1131
H5 -0.2901 0.9471 -1.1351
C1 2.2731 4.1709 -0.3946
As1 -1.0889 -1.8439 1.4322
Cl1 4.1160 0.2256 -1.5513
Pd1 0.1033 0.2675 1.6992
C2 2.2280 1.6911 -0.2639
H6 2.2403 -2.4793 -0.2778
H7 -3.5024 2.0485 0.8424
C3 3.3957 1.7481 -1.0820
H8 0.3136 -2.5828 -2.9093
C4 1.7122 2.9906 0.0426
H9 -3.7157 0.7923 2.0969
C5 -2.9869 1.3101 1.4666
O2 -1.1643 0.0208 3.6461
H10 -2.2005 -4.0996 -1.1835
H11 -4.2009 -1.3826 0.2467
H12 -0.7264 -5.0181 -1.5776
Si2 -0.1910 -2.7946 -0.5176
H13 -1.3166 -4.9226 0.0991
C6 1.5711 -3.3412 -0.1969
C7 3.9762 2.9193 -1.5302
H14 0.4788 -1.0084 -2.0996
S1 0.1908 0.3675 4.2349
O3 0.4772 1.7667 3.8725
H15 -2.3025 1.8155 2.1487
H16 1.8842 -4.1078 -0.9144
H17 -3.2882 -1.4731 -1.2648
H18 -1.7307 0.4761 -2.0459
C8 -1.1967 -4.3641 -0.8337
C9 -1.3802 0.9507 -1.1268
C10 -3.6224 -0.7957 -0.4720
O4 0.2369 0.0912 5.6605
H19 -4.2760 -0.0341 -0.9187
Cl2 0.2973 3.0508 1.0403
C11 -0.1332 -1.9109 -2.1673
O5 1.1684 -0.5294 3.4798
Cl3 4.1330 5.6350 -1.7558
C12 3.4107 4.1325 -1.1830
H20 1.8216 5.1151 -0.1210

Calculated values
**Kohn-Sham gap (alpha / beta)**: 5.54 / 6.38 eV
**2S+1**: 3
**Charge**: -2
**LUMO energy (alpha / beta)**: 0.1551 / 0.1551 hartree